Density functional theory data (ωB97M-V with the def2-TZVPD basis set) for a structure of composition C34H62BCl2CoN6O3SSb.

Structure (ORCA input):
```
! RIJCOSX wB97M-V def2-TZVPD def2/J DEFGRID3
* xyz 0 4
Co -0.188 0.387 0.051
C -0.061 4.192 1.613
C 1.321 3.937 1.013
C 1.330 4.321 -0.464
C 1.898 2.565 1.317
C 3.113 2.421 1.998
C 3.340 1.065 2.102
C 4.586 0.375 2.576
C 5.286 1.177 3.670
C 5.521 0.130 1.385
N 2.283 0.439 1.550
N 1.412 1.352 1.019
B 1.962 -1.083 1.587
N 0.599 -1.381 2.280
N -0.536 -1.210 1.533
C -1.547 -1.714 2.230
C -1.080 -2.155 3.470
C 0.278 -1.920 3.481
C 1.131 -2.237 4.692
C 1.338 -3.749 4.846
C 2.453 -1.500 4.849
C -2.963 -1.894 1.749
C -3.270 -3.396 1.682
C -3.281 -1.247 0.412
N 1.915 -1.641 0.132
N 0.987 -1.188 -0.749
C 1.113 -1.900 -1.862
C 2.141 -2.841 -1.702
C 2.622 -2.648 -0.418
C 3.697 -3.408 0.305
C 4.777 -3.885 -0.664
C 3.081 -4.581 1.073
C 0.245 -1.658 -3.064
C 0.854 -2.264 -4.325
C -1.168 -2.209 -2.843
H -0.328 5.243 1.483
H -0.074 3.955 2.678
H -0.816 3.581 1.121
H 2.015 4.611 1.518
H 0.687 3.649 -1.038
H 2.341 4.290 -0.875
H 0.948 5.339 -0.582
H 3.744 3.223 2.350
H 4.323 -0.594 2.986
H 5.710 2.102 3.269
H 6.104 0.595 4.100
H 4.592 1.440 4.471
H 5.869 1.082 0.974
H 5.004 -0.414 0.589
H 6.395 -0.454 1.688
H 2.841 -1.643 2.158
H -1.668 -2.570 4.275
H 0.501 -1.909 5.523
H 1.954 -4.136 4.030
H 0.389 -4.285 4.836
H 1.851 -3.967 5.787
H 3.213 -1.898 4.177
H 2.816 -1.638 5.870
H 2.342 -0.428 4.667
H -3.609 -1.451 2.512
H -2.610 -3.881 0.956
H -4.305 -3.558 1.368
H -3.124 -3.883 2.648
H -2.669 -1.696 -0.376
H -3.101 -0.175 0.435
H -4.330 -1.415 0.156
H 2.496 -3.557 -2.427
H 4.159 -2.736 1.030
H 4.378 -4.626 -1.363
H 5.594 -4.356 -0.112
H 5.189 -3.057 -1.245
H 2.622 -5.287 0.376
H 2.304 -4.230 1.755
H 3.841 -5.112 1.652
H 0.179 -0.574 -3.192
H 0.870 -3.356 -4.264
H 1.880 -1.924 -4.487
H 0.261 -1.989 -5.199
H -1.130 -3.263 -2.556
H -1.766 -2.122 -3.753
H -1.677 -1.665 -2.047
C -2.009 3.599 -1.931
Sb -1.883 1.465 -1.905
C -1.753 1.244 -4.032
C -4.001 1.188 -1.825
H -2.772 3.870 -2.660
H -1.059 4.056 -2.203
H -2.305 3.945 -0.939
H -2.620 1.736 -4.473
H -1.758 0.188 -4.307
H -0.837 1.703 -4.408
H -4.463 1.852 -2.556
H -4.363 1.426 -0.823
H -4.258 0.152 -2.057
Cl -4.260 2.471 1.858
C -2.996 2.041 3.035
Cl -3.656 0.924 4.257
C -1.682 1.476 2.418
O -0.825 1.163 3.225
O -1.660 1.425 1.138
H -2.747 2.954 3.559
C 3.561 0.206 -2.560
S 2.696 1.673 -2.032
C 3.005 2.650 -3.493
O 1.223 1.361 -2.061
H 4.622 0.457 -2.644
H 3.158 -0.135 -3.515
H 3.415 -0.555 -1.791
H 4.078 2.845 -3.564
H 2.463 3.587 -3.375
H 2.643 2.103 -4.365
*
```

## Properties
**Highest occupied orbital energy (alpha / beta)**: -0.3015 / -0.3033 hartree
**HOMO-LUMO gap (alpha / beta)**: 8.4 / 8.4 eV
**Relative energy (zero: lowest compared OMol25 entry of this formula, charge and spin)**: 0.0 kJ/mol

Density functional theory data (ωB97M-V with the def2-TZVPD basis set) for the ion C5H6N3O3S with charge -1.

Structure (ORCA input):
```
! RIJCOSX wB97M-V def2-TZVPD def2/J DEFGRID3
* xyz -1 1
C -1.731 1.007 -2.258
C -1.701 -0.463 -0.516
C 0.123 1.163 -0.398
C 0.458 0.075 2.306
C 1.508 -1.185 0.410
N -1.829 0.764 -3.463
N -0.411 -0.005 -0.002
N 0.267 -0.683 1.073
O -2.279 -1.462 -0.161
O 1.189 1.608 0.045
O -2.189 -0.160 -4.178
S -0.742 2.215 -1.494
H 1.541 -0.056 2.694
H 0.581 1.206 2.167
H -0.380 -0.248 2.959
H 1.954 -2.030 1.047
H 1.430 -1.409 -0.652
H 2.211 -0.335 0.419
*
```

## Properties
**Highest occupied orbital energy (alpha / beta)**: -0.1136 / -0.1136 hartree
**HOMO-LUMO gap (alpha / beta)**: 6.4 / 6.4 eV
**Relative energy (zero: lowest compared OMol25 entry of this formula, charge and spin)**: 298.4 kJ/mol

Density functional theory data (ωB97M-V with the def2-TZVPD basis set) for a cluster of 5 separate species, C17H24Cl12F3NO2P in total.

Structure (ORCA input):
```
! RIJCOSX wB97M-V def2-TZVPD def2/J DEFGRID3
* xyz 1 1
C -2.527 -2.885 -1.342
C -1.752 -2.240 -2.178
C -0.709 -1.616 -3.214
C 0.767 -2.265 -3.177
C 1.104 -3.139 -1.866
C 1.492 -2.290 -0.561
N 2.743 -2.550 -0.111
C 3.084 -1.794 1.133
C 4.299 -0.741 1.123
F 3.939 0.570 0.681
F 4.853 -0.614 2.457
F 5.397 -1.226 0.305
C 1.625 -1.355 1.671
P 0.999 -2.480 3.079
O -0.392 -3.043 2.662
C 0.675 -1.222 0.335
O 0.639 0.045 -0.357
C 0.068 1.112 0.448
C -1.524 1.304 0.292
C -2.101 1.056 -1.196
H -3.081 -3.497 -0.532
H -1.140 -1.820 -4.279
H -0.603 -0.467 -3.151
H 0.967 -2.907 -4.119
H 1.523 -1.376 -3.180
H 0.294 -3.940 -1.608
H 2.051 -3.769 -2.133
H 3.438 -3.197 -0.543
H 3.434 -2.609 1.880
H 1.866 -0.320 2.158
H 1.878 -3.598 3.245
H 0.913 -1.744 4.303
H -0.375 -1.702 0.446
H 0.304 1.059 1.572
H 0.557 2.101 0.070
H -2.140 0.670 1.031
H -1.744 2.420 0.545
H -1.231 1.099 -1.944
H -2.834 1.906 -1.508
H -2.716 0.087 -1.223
C 4.006 -2.328 6.081
Cl 3.510 -2.139 4.388
Cl 5.486 -1.415 6.399
Cl 2.709 -1.813 7.168
H 4.208 -3.384 6.263
C -2.332 0.748 4.450
Cl -2.099 2.105 3.340
Cl -4.039 0.291 4.524
Cl -1.337 -0.639 3.966
H -2.018 1.063 5.444
C -2.900 5.322 -1.702
Cl -1.358 4.524 -2.050
Cl -3.982 5.220 -3.098
Cl -3.660 4.609 -0.272
H -2.703 6.374 -1.497
C -3.474 5.724 -6.818
Cl -3.234 7.064 -7.947
Cl -5.181 5.257 -6.761
Cl -2.466 4.341 -7.270
H -3.176 6.055 -5.824
*
```

## Properties
**Highest occupied orbital energy**: -0.4547 hartree
**HOMO-LUMO gap**: 7.8 eV

Record order is preserved below.
Strongest force on any atom: 0.538, 2.693, 6.130 eV/A